Formula: C7H13INO
Source: the OMol25 dataset
Level of theory: the ωB97M-V functional and the def2-TZVPD basis

```
23
C7H13INO the ωB97M-V functional and the def2-TZVPD basis
C -2.1136 -1.9230 0.9764
C -2.2580 -0.3012 0.6507
I -4.0413 0.3509 1.8241
C -1.0103 0.6045 1.2084
N 0.2349 0.5761 0.3444
C 0.4553 -0.3572 -0.6386
C 1.9098 -0.1720 -1.3735
O 2.0364 -0.7561 -2.7201
C 2.0916 1.4527 -1.1662
C 1.4458 1.5185 0.3749
H -1.5303 -2.1551 1.9658
H -3.2074 -2.4002 0.9911
H -1.5460 -2.5029 0.1060
H -2.4649 -0.1094 -0.4925
H -0.6965 0.1695 2.2736
H -1.3602 1.7140 1.4062
H -0.1865 -1.2471 -1.0461
H 2.6485 -0.6768 -0.5833
H 1.6315 -1.6838 -2.6704
H 3.2174 1.8406 -1.1623
H 1.5212 2.0473 -2.0060
H 2.2203 1.3898 1.2494
H 1.0025 2.6208 0.4881
```

Values from the calculation:
Total charge   +1
Electronic energy   -19097.308 eV
HOMO   -12.8 eV
Energy above the lowest of the compared OMol25 structures with the same formula, charge and spin   3.910 eV
SMILES   C[C@@H](I)C[N+]1=C[C@@H](O)CC1

These are the Mulliken partial charges, in e, on atoms 1 to 5: -0.855 -0.534 0.129 -0.573 0.243

---

Formula: C24H16ClFN4O2S
Source: the OMol25 dataset
Level of theory: the ωB97M-V functional and the def2-TZVPD basis

```
49
C24H16ClFN4O2S the ωB97M-V functional and the def2-TZVPD basis
O -0.2949 1.7408 -1.9007
O 0.2181 1.4105 1.9667
F 1.4654 -1.5610 -5.8606
Cl -1.5817 1.1023 5.4164
N 0.6950 -2.5401 3.4972
N 1.0193 -1.5130 4.4455
S 0.3139 -2.7048 0.7704
C -1.0505 0.8284 -1.6455
C 0.6319 0.3901 1.4968
C 0.5966 -1.9006 2.3487
C 0.8700 -0.4074 3.8411
C -4.4241 -0.3074 -4.0108
C 1.7293 3.2931 5.8414
C -4.4554 -0.4982 -2.6209
C -3.4573 0.4473 -4.5899
C 2.6773 2.5386 5.1315
C 0.4549 -2.2908 -3.8676
C 2.5531 -1.1680 -3.8264
C 0.4413 2.7888 5.9319
C -3.2649 -0.2560 -1.9462
C -2.3618 0.8843 -3.8669
C 2.3627 1.4085 4.5063
C 0.3274 -2.1611 -2.5011
C 2.5374 -1.0162 -2.4363
C 1.5030 -1.6892 -4.5285
C 0.1069 1.5976 5.2864
C -2.2110 0.4938 -2.4887
C 1.0698 0.8857 4.6102
C 1.4175 -1.6287 -1.7876
N 0.6367 -0.5748 2.5135
N -0.6149 0.0189 -0.6818
C 1.2854 -1.3262 -0.2312
C 0.6746 0.1094 -0.0451
H -5.3448 -0.5257 -4.5123
H 2.0275 4.1724 6.4449
H -5.3155 -1.0729 -2.1678
H -3.5354 0.8107 -5.6159
H 3.6717 2.8420 5.0530
H -0.1985 -2.8434 -4.4360
H 3.3745 -0.8090 -4.3419
H -0.3853 3.1800 6.5075
H -3.0769 -0.4788 -0.8750
H -1.5564 1.5746 -4.1881
H 3.1533 0.9140 4.1025
H -0.5025 -2.4957 -1.8623
H 3.3804 -0.6026 -1.9703
H -1.2122 -0.6423 -0.4286
H 2.2629 -1.2491 0.1308
H 1.3864 0.8310 -0.6087
```

Values from the calculation:
Electronic energy   -61275.435 eV
HOMO   -9.4 eV
Energy above the lowest of the compared OMol25 structures with the same formula, charge and spin   0.095 eV
SMILES   O=C(N[C@H]1C(=O)n2c(nnc2-c2ccccc2Cl)S[C@H]1c1ccc(F)cc1)c1ccccc1

These are the Mulliken partial charges, in e, on atoms 1 to 5: -0.702 -0.498 -0.309 -0.232 -0.665

---

Formula: C4H4O8S2
Source: the OMol25 dataset
Level of theory: the ωB97M-V functional and the def2-TZVPD basis

```
18
C4H4O8S2 the ωB97M-V functional and the def2-TZVPD basis
C -1.4094 -0.8524 -0.0206
C -0.2839 -0.7968 -0.3969
C -2.7685 -0.6514 0.4662
C 0.9757 -0.4057 -0.7811
O 3.5606 -0.5937 -0.5916
O -0.9140 2.0044 -0.3920
O 2.0713 -2.2821 0.4606
O 2.4102 -0.1294 1.4927
O 1.4815 2.4191 -0.2005
O 0.1463 1.3499 1.6907
O -3.2003 0.6566 0.3121
O 1.4539 -0.3793 -2.1514
S 2.3915 -0.8313 0.2776
S 0.4170 1.5822 0.2316
H -2.8347 -0.8977 1.5359
H -3.5683 -1.0695 -0.2210
H -2.3372 1.2334 0.3312
H 2.4082 -0.3562 -2.0434
```

Values from the calculation:
Total charge   -2
Electronic energy   -42260.281 eV
HOMO   -1.0 eV
Energy above the lowest of the compared OMol25 structures with the same formula, charge and spin   1.431 eV

These are the Mulliken partial charges, in e, on atoms 1 to 5: -0.218 -0.302 -0.240 0.583 -0.833

---

Formula: C3H12N2S
Source: the OMol25 dataset
Level of theory: the ωB97M-V functional and the def2-TZVPD basis

```
18
C3H12N2S the ωB97M-V functional and the def2-TZVPD basis
C -1.4717 -1.4579 -1.0698
S -1.4127 0.3037 -0.7584
C -2.0405 0.3187 0.9800
H -1.0544 -1.6731 -2.0529
H -2.4708 -1.8797 -0.9203
H -0.8047 -1.9591 -0.3564
H -2.9205 0.9339 1.1061
H -2.3247 -0.7247 1.1009
H -1.2344 0.5706 1.6668
N 2.1326 1.3235 -0.2386
C 1.6334 0.3422 0.7803
N 2.2942 -0.9293 0.9354
H 3.0494 1.6025 0.0863
H 2.1187 0.8959 -1.1557
H 1.5237 1.0047 1.6224
H 0.5869 0.2347 0.4582
H 2.7075 -1.1771 0.0384
H 3.1577 -0.8941 1.4723
```

Values from the calculation:
Electronic energy   -17120.187 eV
HOMO   -8.3 eV
Energy above the lowest of the compared OMol25 structures with the same formula, charge and spin   0.659 eV
SMILES   CSC.NCN

These are the Mulliken partial charges, in e, on atoms 1 to 5: -0.870 -0.107 -0.691 0.319 0.322

---

Q: What is the formula in the first record?
A: C7H13INO

---

What did the first record say?
Formula: C7H13INO
Source: the OMol25 dataset
Level of theory: the ωB97M-V functional and the def2-TZVPD basis

```
23
C7H13INO the ωB97M-V functional and the def2-TZVPD basis
C -2.1136 -1.9230 0.9764
C -2.2580 -0.3012 0.6507
I -4.0413 0.3509 1.8241
C -1.0103 0.6045 1.2084
N 0.2349 0.5761 0.3444
C 0.4553 -0.3572 -0.6386
C 1.9098 -0.1720 -1.3735
O 2.0364 -0.7561 -2.7201
C 2.0916 1.4527 -1.1662
C 1.4458 1.5185 0.3749
H -1.5303 -2.1551 1.9658
H -3.2074 -2.4002 0.9911
H -1.5460 -2.5029 0.1060
H -2.4649 -0.1094 -0.4925
H -0.6965 0.1695 2.2736
H -1.3602 1.7140 1.4062
H -0.1865 -1.2471 -1.0461
H 2.6485 -0.6768 -0.5833
H 1.6315 -1.6838 -2.6704
H 3.2174 1.8406 -1.1623
H 1.5212 2.0473 -2.0060
H 2.2203 1.3898 1.2494
H 1.0025 2.6208 0.4881
```

Values from the calculation:
Total charge   +1
Electronic energy   -19097.308 eV
HOMO   -12.8 eV
Energy above the lowest of the compared OMol25 structures with the same formula, charge and spin   3.910 eV
SMILES   C[C@@H](I)C[N+]1=C[C@@H](O)CC1

These are the Mulliken partial charges, in e, on atoms 1 to 5: -0.855 -0.534 0.129 -0.573 0.243